# C22H29BiBrN2O5

A molecular structure, C22H29BiBrN2O5 (ωB97M-V with the def2-TZVPD basis set, the OMol25 dataset).

As for the net charge: +3. The relative energy (zero: lowest compared OMol25 entry of this formula, charge and spin) is 47.9 kJ/mol.

Last column: Mulliken charge in e.
Element x y z (Å)
Bi -0.123 0.292 -0.016  2.3811
C -1.689 2.961 1.318  -0.5862
C -0.333 3.447 0.855  -0.8546
O 0.658 2.403 1.007  -0.4057
C 1.389 2.302 2.258  -0.4901
C 0.972 1.061 3.011  -0.6402
O 1.028 -0.114 2.166  -0.2863
C 2.251 -0.896 2.125  -0.3972
C 2.901 -0.820 0.763  -0.7699
O 1.959 -1.095 -0.301  -0.3597
C 1.739 -2.467 -0.714  -0.7121
C 0.412 -2.979 -0.218  -0.2917
O -0.615 -2.052 -0.683  -0.4163
C -1.911 -2.195 -0.083  -0.6936
C -3.180 -0.092 -0.366  -1.6617
O -1.945 1.628 0.791  -0.0860
H -2.468 3.654 0.998  0.4901
H -1.739 2.858 2.400  0.3785
H -0.043 4.336 1.414  0.5337
H -0.336 3.698 -0.204  0.3083
H 1.204 3.184 2.873  0.5126
H 2.446 2.284 1.996  0.3125
H -0.062 1.123 3.351  0.1864
H 1.611 0.928 3.885  0.5640
H 1.975 -1.918 2.381  0.2914
H 2.952 -0.537 2.880  0.5492
H 3.740 -1.515 0.713  0.4839
H 3.282 0.180 0.559  0.2809
H 2.542 -3.113 -0.357  0.4943
H 1.759 -2.465 -1.802  0.3752
H 0.368 -3.037 0.872  0.1577
H 0.228 -3.969 -0.636  0.5106
H -1.889 -2.940 0.707  0.5077
H -2.626 -2.489 -0.848  0.4194
H -4.215 -0.334 -0.139  0.4336
H -3.006 -0.400 -1.395  0.7618
Br -3.644 -1.226 6.438  -0.0732
C -3.232 -1.099 4.622  -0.2062
C -2.031 -1.615 4.147  -0.9720
C -1.732 -1.518 2.800  0.2801
C -2.623 -0.920 1.918  0.7703
C -3.821 -0.410 2.391  -0.5663
C -4.122 -0.499 3.745  -0.9776
N -2.250 -0.870 0.494  0.1476
C -2.932 1.451 -0.252  -0.3988
C -2.379 1.968 -1.560  0.2551
C -3.067 2.786 -2.424  -0.8999
C -2.476 3.108 -3.647  -0.4973
C -1.223 2.605 -3.957  -0.8461
C -0.584 1.798 -3.034  -0.2772
N -1.155 1.483 -1.860  0.2478
H -1.345 -2.100 4.830  0.5210
H -0.798 -1.937 2.441  0.2012
H -4.555 0.058 1.748  0.4196
H -5.062 -0.110 4.112  0.4924
H -3.844 1.973 0.027  1.0870
H -4.046 3.165 -2.161  0.5500
H -2.998 3.747 -4.349  0.5164
H -0.742 2.833 -4.897  0.4905
H 0.404 1.395 -3.231  0.4542

Forces on atoms 1 to 2 (eV/Å):
Bi 0.02 -0.09 0.17
C -0.11 -0.02 0.03